[1]
Density functional theory data (ωB97M-V/def2-TZVPD) for a molecular structure, C27H37N7O4RuS3SeSi at a distorted geometry.

Computed properties:
* gap between HOMO and LUMO (spin up / spin down): 6.13 / 6.41 eV
* spin multiplicity: 2
* total charge: -1
* molar mass: 828.0 g/mol
* HOMO energy (spin up / spin down): -3.934 / -3.949 eV

Positions of all 81 atoms, in Å:
C 0.77900 3.90540 2.75770
C -0.31560 4.51830 4.79380
C -1.29640 -3.34080 3.86670
C -1.87220 1.91980 -1.35080
C -0.17160 -4.72460 -2.15450
C -0.36280 -3.47190 -1.57060
C -0.22530 2.27090 0.20950
H -1.06780 -6.46320 -3.00880
H 3.55710 -1.13920 4.93950
H 0.42500 2.54320 4.33250
C 3.74250 -0.21630 1.86570
H -3.75310 -3.44140 -1.62080
H -3.40500 -0.21720 2.51210
H 4.25230 2.75140 -1.90940
C -1.02920 4.07000 -0.91670
N -0.21720 3.60000 0.00770
Se 3.35030 -0.28290 0.08190
H 0.84120 -5.06090 -2.30520
H -0.90380 7.73700 4.88790
H 4.79250 1.87400 -3.97320
C 4.00200 1.12700 -3.98820
H -3.92060 -1.60370 3.46600
C 3.80630 -0.64620 4.02070
C 3.21030 2.66680 -2.20970
N 3.29920 -1.05280 2.81990
H 2.50330 -2.52740 1.60420
N 3.02460 1.45800 -2.97720
N 0.58810 1.69490 1.07520
O 2.28140 1.83330 2.86370
H -2.05230 -3.52880 4.62400
H 4.44090 0.14700 -3.79190
S 1.04740 -2.55600 -1.14280
C 1.99190 0.64200 -2.73660
H 2.58210 -2.92060 3.35080
H 2.92350 3.54350 -2.79450
C 4.60560 0.42210 3.78440
H 5.74990 2.36390 2.49240
H 4.38870 2.39760 1.33680
S -2.00730 -1.40980 -0.77740
C 0.29080 3.56170 4.00340
O 1.08660 0.87000 -1.95060
C -0.44520 5.82890 4.32990
C -2.53580 -5.04680 -2.34060
H -2.52570 1.20580 -1.84080
H 2.00710 -0.27910 -3.34410
C 0.05200 6.15600 3.06780
H -1.47710 -4.02910 3.04630
N -1.07370 1.43200 -0.43340
H 1.34600 -1.79110 2.71990
C 5.18110 1.77980 1.77150
H -1.46560 -0.78930 5.69000
C 2.38480 -2.13850 2.61880
C -2.74830 -3.81180 -1.77080
C -1.67670 -2.99490 -1.38860
H 5.16970 1.03980 4.45230
H 3.54410 1.11790 -4.98250
H 0.00070 -0.21590 4.91620
H -3.38220 -5.64850 -2.64260
H -0.98050 5.14550 -1.06040
H -0.69370 4.25910 5.77430
C 0.66720 5.19710 2.28700
C -1.06260 -0.37980 4.76910
H -0.33180 -3.59110 4.29990
Ru 0.29000 -0.46480 0.06200
N -1.11240 6.77400 5.09480
Si -1.38470 -1.51130 3.24660
S 1.64880 2.63620 1.84250
O 2.57470 3.29240 0.93470
H 2.59850 2.62620 -1.31070
N 4.58760 0.66140 2.44260
C -1.89280 3.27720 -1.65700
H 5.82800 1.42110 0.96980
H -3.39980 -1.81930 1.80080
C -1.23750 -5.50370 -2.54300
H -1.52120 0.59090 4.61000
H 1.07230 5.43420 1.31810
C -3.20960 -1.26640 2.71620
H -1.16730 6.56330 6.07790
O -0.35510 -1.21550 2.10630
H -0.04320 7.16880 2.70280
H -2.54170 3.68100 -2.41930



[2]
Density functional theory data (ωB97M-V/def2-TZVPD) for 9 unconnected molecules or ions with the total composition C19H59N5O12 at a distorted geometry.

Computed properties:
* gap between HOMO and LUMO: 8.88 eV
* total charge: 0
* molar mass: 549.7 g/mol
* HOMO energy: -8.507 eV

Positions of all 95 atoms, in Å:
C 13.37261 -18.17910 11.92582
H 11.95963 -16.35791 13.19196
H 14.40951 -20.33373 13.07961
H 20.34473 -12.11994 10.65708
O 17.40297 -15.64995 13.68984
H 17.07383 -18.69363 10.41795
H 18.17250 -18.80525 2.09290
C 23.14356 -13.99602 13.18581
H 20.85900 -12.11210 14.62315
C 13.64931 -19.76378 13.62805
C 15.87313 -17.30763 8.58208
O 9.81339 -15.63665 13.49062
H 18.70425 -18.55076 9.68867
H 15.41736 -17.55926 9.54710
H 22.64110 -12.69185 11.58576
O 16.61839 -11.37628 12.96461
C 21.86544 -12.26165 14.23736
H 21.97514 -11.70402 13.30451
H 17.24629 -14.03138 10.77993
N 12.20324 -15.99116 12.28006
H 18.03790 -18.07333 13.68198
C 15.52295 -18.24485 5.00468
H 16.70156 -17.20141 6.27947
N 19.54351 -15.26968 14.28020
H 10.15867 -14.14632 12.15119
C 19.81003 -14.57704 9.72597
H 23.39220 -15.04264 13.36733
H 14.77688 -13.05756 8.66386
H 8.81965 -13.89250 14.02764
C 18.49557 -16.10784 14.02176
C 18.57012 -18.35192 3.01804
O 18.98379 -13.67255 10.46328
H 16.02659 -18.15849 2.93130
H 15.30609 -19.03488 7.41658
O 13.70449 -18.40037 13.28396
H 16.62342 -16.77785 3.85970
H 16.15963 -14.26411 13.93059
C 22.80825 -13.78036 11.71964
C 15.17229 -17.94117 7.40886
C 21.28540 -14.40090 9.93990
H 16.54396 -11.62725 12.03966
O 17.24810 -17.65477 8.60464
O 17.69512 -18.55180 4.07937
H 21.58829 -13.40924 9.58333
H 24.05827 -13.43935 13.44900
H 9.10246 -15.12720 15.29179
H 19.15636 -11.93968 9.32320
H 19.52225 -18.84422 3.20716
C 16.47911 -17.86469 3.89134
C 13.31313 -16.70057 11.66283
H 15.76825 -16.21895 8.47770
H 23.68260 -13.96918 11.09460
O 13.36433 -13.31471 12.08871
H 14.98379 -14.02940 14.88955
C 11.02916 -15.96719 11.45053
O 16.36794 -14.24153 11.14977
C 17.75043 -18.04911 9.84098
H 15.73890 -19.29134 5.27937
H 17.94593 -17.17425 10.48620
H 8.97082 -15.39425 11.59197
C 19.31694 -12.29966 10.34597
N 18.75802 -17.45066 13.99374
H 11.21464 -15.34885 10.56375
H 10.66708 -16.93332 11.06793
H 13.32784 -16.53208 10.58360
H 13.86792 -19.84609 14.69315
H 12.64891 -20.18274 13.47357
H 19.60145 -17.81895 14.39171
H 14.19339 -18.59095 11.30430
H 19.43363 -15.55685 10.01192
H 22.57087 -11.84895 14.96922
O 15.63810 -13.47720 8.57696
H 13.01759 -14.21852 12.19898
O 15.49596 -13.60474 14.19672
H 20.42783 -15.55951 14.65368
O 22.09503 -13.64905 14.06642
N 21.63918 -14.53720 11.35502
H 21.83607 -15.18617 9.42143
H 15.82503 -13.83240 9.45820
N 15.71209 -17.39111 6.17518
H 7.85465 -15.43766 14.12730
H 19.35586 -14.29492 14.13240
H 20.87698 -14.25266 11.95917
H 14.10756 -17.69812 7.47458
H 12.49089 -18.75998 11.62531
H 14.32128 -13.44055 12.07701
H 14.49384 -18.21670 4.63872
H 18.61086 -11.76831 10.98179
H 19.62435 -14.42255 8.65423
H 16.10235 -12.06343 13.42634
C 9.89839 -15.21274 12.14881
H 14.25039 -16.24740 12.00756
H 18.76254 -17.29702 2.78684
H 16.52003 -15.06298 11.63569
C 8.83462 -14.96104 14.24538